No. 1
{
  "formula": "C15H15N5OS",
  "method": "ωB97M-V/def2-TZVPD",
  "de_lowest_kcal_mol": 32.75,
  "smiles": "C/C(N)=C(/C#N)C(=O)CSc1nnc(-c2ccccc2)n1C",
  "homo_ha": -0.3192,
  "e_tot_ev": -36131.516,
  "lumo_energy_ev": 0.41,
  "elements": ["C", "C", "N", "C", "C", "N", "C", "O", "C", "S", "C", "N", "N", "C", "C", "C", "C", "C", "C", "C", "N", "C", "H", "H", "H", "H", "H", "H", "H", "H", "H", "H", "H", "H", "H", "H", "H"],
  "xyz": [[-0.953, 2.452, -0.530], [0.318, 3.123, -0.158], [0.209, 4.265, 0.532], [1.570, 2.614, -0.465], [2.692, 3.330, -0.004], [3.582, 3.963, 0.354], [1.801, 1.366, -1.159], [0.961, 0.724, -1.770], [3.205, 0.808, -1.015], [3.387, 0.171, 0.710], [1.695, -0.136, 1.035], [0.915, 0.592, 1.784], [-0.310, 0.064, 1.720], [-0.274, -0.981, 0.924], [-1.432, -1.794, 0.589], [-2.356, -2.092, 1.589], [-3.469, -2.856, 1.297], [-3.676, -3.321, 0.007], [-2.773, -3.005, -0.994], [-1.654, -2.243, -0.710], [0.997, -1.164, 0.466], [1.525, -2.173, -0.404], [-0.858, 1.928, -1.476], [-1.188, 1.711, 0.239], [-1.768, 3.170, -0.578], [-0.689, 4.557, 0.879], [1.035, 4.700, 0.912], [3.977, 1.566, -1.129], [3.367, -0.014, -1.713], [-2.182, -1.717, 2.586], [-4.179, -3.090, 2.076], [-4.545, -3.920, -0.218], [-2.943, -3.350, -2.004], [-0.975, -1.967, -1.503], [2.569, -2.350, -0.140], [0.952, -3.092, -0.285], [1.469, -1.839, -1.443]],
  "nbo_charge": [-0.698, 0.437, -0.738, -0.474, 0.290, -0.355, 0.585, -0.604, -0.612, 0.275, 0.139, -0.279, -0.301, 0.316, -0.112, -0.165, -0.210, -0.201, -0.229, -0.141, -0.349, -0.421, 0.274, 0.275, 0.215, 0.404, 0.417, 0.257, 0.234, 0.231, 0.217, 0.215, 0.215, 0.211, 0.231, 0.225, 0.224]
}


No. 2
{
  "formula": "C15H15N8NiO3S2",
  "method": "ωB97M-V/def2-TZVPD",
  "s_squared": 2.004,
  "de_lowest_kcal_mol": 0.00,
  "total_charge": 1,
  "homo_ha": [-0.3943, -0.3942],
  "e_tot_ev": -96570.714,
  "lumo_energy_ev": [-3.53, -3.59],
  "multiplicity": 3,
  "elements": ["Ni", "N", "C", "N", "C", "N", "C", "C", "N", "C", "C", "N", "H", "H", "H", "H", "H", "N", "C", "C", "C", "C", "C", "C", "S", "O", "O", "N", "C", "S", "C", "C", "N", "H", "H", "H", "H", "H", "H", "H", "H", "O", "H", "H"],
  "xyz": [[0.845, 0.694, 0.196], [3.815, 1.991, 2.809], [3.595, 1.693, 1.534], [2.487, 0.975, 1.452], [2.064, 0.900, 2.747], [2.845, 1.491, 3.609], [0.805, 0.205, 3.046], [0.365, -0.141, 4.315], [-0.771, -0.801, 4.492], [-1.465, -1.122, 3.405], [-1.041, -0.777, 2.130], [0.093, -0.107, 1.958], [4.554, 2.553, 3.201], [4.228, 1.996, 0.718], [0.947, 0.124, 5.188], [-2.387, -1.671, 3.547], [-1.607, -1.030, 1.243], [6.527, 2.189, -4.336], [5.477, 2.548, -3.539], [5.691, 3.230, -2.335], [4.626, 3.569, -1.524], [3.329, 3.221, -1.885], [3.104, 2.556, -3.088], [4.162, 2.215, -3.901], [1.983, 3.742, -0.897], [2.512, 3.991, 0.423], [1.240, 4.796, -1.536], [1.041, 2.421, -0.886], [-0.322, 2.517, -0.975], [-1.382, 3.798, -1.371], [-2.722, 2.739, -1.046], [-2.301, 1.517, -0.672], [-0.923, 1.382, -0.645], [7.432, 2.591, -4.174], [6.346, 1.878, -5.274], [6.698, 3.509, -2.052], [4.797, 4.125, -0.611], [2.094, 2.310, -3.388], [3.981, 1.700, -4.836], [-3.737, 3.079, -1.160], [-2.929, 0.675, -0.427], [0.681, -1.029, -0.889], [0.146, -0.815, -1.666], [1.416, -1.578, -1.189]],
  "mulliken_spin": [1.737, 0.002, 0.001, 0.035, -0.002, 0.000, 0.003, 0.003, -0.003, 0.002, -0.002, 0.043, 0.001, 0.001, 0.000, 0.000, 0.000, 0.000, 0.000, 0.000, 0.000, -0.001, 0.000, -0.001, 0.005, 0.000, 0.007, 0.057, 0.002, 0.000, 0.004, 0.006, 0.065, 0.000, 0.000, 0.000, 0.000, 0.000, 0.000, 0.001, 0.000, 0.036, -0.002, -0.002]
}


No. 3
{
  "formula": "C15H15NO3S",
  "method": "ωB97M-V/def2-TZVPD",
  "de_lowest_kcal_mol": 6.37,
  "smiles": "Cc1ccsc1C(=O)NCC(=O)OCc1ccccc1",
  "homo_ha": -0.3334,
  "e_tot_ev": -34267.007,
  "lumo_energy_ev": 0.65,
  "elements": ["C", "C", "C", "C", "S", "C", "C", "O", "N", "C", "C", "O", "O", "C", "C", "C", "C", "C", "C", "C", "H", "H", "H", "H", "H", "H", "H", "H", "H", "H", "H", "H", "H", "H", "H"],
  "xyz": [[0.574, -1.963, -0.135], [-0.598, -2.544, -0.860], [-0.661, -3.913, -1.213], [-1.781, -4.236, -1.909], [-2.794, -2.881, -2.178], [-1.703, -1.857, -1.303], [-2.057, -0.430, -1.223], [-2.663, 0.146, -2.104], [-1.702, 0.183, -0.060], [-1.833, 1.604, 0.099], [-0.499, 2.336, 0.138], [-0.376, 3.488, 0.457], [0.501, 1.536, -0.229], [1.829, 2.085, -0.221], [2.485, 1.832, 1.111], [3.177, 0.650, 1.340], [3.741, 0.401, 2.579], [3.613, 1.330, 3.599], [2.918, 2.506, 3.377], [2.354, 2.758, 2.139], [0.720, -0.916, -0.392], [1.473, -2.517, -0.400], [0.444, -2.046, 0.945], [0.108, -4.622, -0.957], [-2.071, -5.198, -2.285], [-1.170, -0.322, 0.628], [-2.398, 1.968, -0.767], [-2.391, 1.859, 1.007], [1.766, 3.158, -0.427], [2.356, 1.574, -1.029], [3.277, -0.074, 0.545], [4.281, -0.518, 2.749], [4.055, 1.135, 4.565], [2.815, 3.232, 4.170], [1.804, 3.671, 1.965]],
  "nbo_charge": [-0.655, -0.014, -0.259, -0.393, 0.497, -0.329, 0.649, -0.613, -0.596, -0.339, 0.792, -0.598, -0.515, -0.116, 0.019, -0.231, -0.210, -0.209, -0.195, -0.231, 0.237, 0.225, 0.219, 0.220, 0.237, 0.403, 0.275, 0.228, 0.217, 0.201, 0.210, 0.214, 0.215, 0.215, 0.232]
}


No. 4
{
  "formula": "C15H15NO4",
  "method": "ωB97M-V/def2-TZVPD",
  "de_lowest_kcal_mol": 122.01,
  "smiles": "CO[C@H](Oc1ccc([N+](=O)[O-])cc1)c1ccc(C)cc1",
  "homo_ha": -0.3310,
  "e_tot_ev": -25474.397,
  "lumo_energy_ev": -0.49,
  "elements": ["C", "O", "C", "O", "C", "C", "C", "C", "N", "O", "O", "C", "C", "C", "C", "C", "C", "C", "C", "C", "H", "H", "H", "H", "H", "H", "H", "H", "H", "H", "H", "H", "H", "H", "H"],
  "xyz": [[2.153, 1.300, 1.603], [0.807, 1.307, 1.125], [0.089, 0.189, 0.899], [0.211, -0.173, -0.636], [1.280, -0.728, -1.173], [1.803, -1.983, -0.791], [2.924, -2.492, -1.420], [3.566, -1.680, -2.385], [4.904, -1.997, -2.794], [5.475, -1.238, -3.608], [5.459, -3.026, -2.360], [2.989, -0.480, -2.882], [1.864, -0.013, -2.241], [-1.382, 0.446, 0.996], [-2.345, -0.592, 1.032], [-3.688, -0.295, 1.247], [-4.123, 1.046, 1.316], [-5.576, 1.332, 1.572], [-3.154, 2.063, 1.265], [-1.808, 1.753, 0.990], [2.424, 2.277, 1.956], [2.249, 0.578, 2.412], [2.814, 1.053, 0.789], [0.449, -0.728, 1.392], [1.312, -2.584, -0.044], [3.354, -3.468, -1.180], [3.457, 0.056, -3.709], [1.402, 0.913, -2.566], [-2.004, -1.612, 0.806], [-4.439, -1.083, 1.340], [-5.719, 2.424, 1.656], [-6.179, 0.920, 0.739], [-5.925, 0.856, 2.513], [-3.496, 3.091, 1.416], [-1.150, 2.567, 0.725]],
  "nbo_charge": [-0.240, -0.521, 0.377, -0.590, 0.442, -0.331, -0.142, -0.023, 0.504, -0.396, -0.392, -0.153, -0.294, -0.013, -0.193, -0.223, -0.002, -0.634, -0.218, -0.190, 0.203, 0.179, 0.187, 0.171, 0.222, 0.251, 0.255, 0.232, 0.214, 0.213, 0.217, 0.224, 0.223, 0.211, 0.229]
}


No. 5
{
  "formula": "C15H16B2CsF4N5O7S",
  "method": "ωB97M-V/def2-TZVPD",
  "de_lowest_kcal_mol": 74.70,
  "homo_ha": [-0.3064, -0.3041],
  "e_tot_ev": -61202.678,
  "lumo_energy_ev": [-2.90, -2.46],
  "elements": ["Cs", "C", "C", "N", "O", "B", "F", "F", "O", "N", "C", "C", "C", "N", "O", "B", "F", "F", "O", "N", "C", "C", "C", "H", "H", "H", "H", "H", "H", "H", "H", "H", "H", "H", "H", "O", "S", "O", "N", "C", "O", "C", "C", "C", "C", "C", "C", "H", "H", "H", "H"],
  "xyz": [[1.067, -1.428, -0.170], [-2.655, -4.491, -1.753], [-2.103, -3.135, -1.425], [-1.632, -2.816, -0.282], [-1.641, -3.694, 0.721], [-0.955, -3.205, 1.952], [0.403, -2.913, 1.645], [-1.032, -4.162, 2.903], [-1.615, -1.970, 2.456], [-1.595, -0.956, 1.593], [-2.012, 0.201, 1.940], [-2.510, 0.517, 3.322], [-1.946, 1.224, 0.906], [-1.522, 0.849, -0.240], [-1.367, 1.723, -1.231], [-1.997, 1.300, -2.523], [-3.342, 1.086, -2.328], [-1.749, 2.245, -3.454], [-1.345, 0.019, -2.950], [-1.527, -0.982, -2.095], [-2.029, -2.101, -2.449], [-2.476, -2.398, -3.849], [-2.314, 2.655, 1.166], [-2.581, -5.122, -0.870], [-2.092, -4.945, -2.567], [-3.699, -4.419, -2.052], [-2.462, -0.390, 3.921], [-3.540, 0.867, 3.288], [-1.889, 1.284, 3.785], [-2.354, -1.508, -4.462], [-3.522, -2.698, -3.851], [-1.882, -3.211, -4.268], [-2.640, 2.821, 2.186], [-3.107, 2.940, 0.473], [-1.455, 3.289, 0.942], [6.162, 2.010, -0.510], [6.652, 0.592, 0.178], [6.130, 1.375, 1.541], [5.538, -0.419, -0.167], [4.243, 0.005, -0.103], [3.309, -0.707, -0.446], [4.039, 1.379, 0.387], [2.807, 1.957, 0.573], [2.688, 3.279, 0.988], [3.840, 4.054, 1.220], [5.089, 3.547, 1.067], [5.286, 2.153, 0.644], [1.923, 1.367, 0.375], [1.711, 3.717, 1.113], [3.724, 5.083, 1.525], [5.979, 4.130, 1.238]],
  "mulliken_charge": [1.360, -1.591, 0.505, 0.219, -0.476, 0.786, -0.500, -0.359, -0.448, 0.087, 0.576, -1.747, 0.548, 0.220, -0.419, 0.815, -0.364, -0.350, -0.507, 0.281, 0.492, -1.531, -1.462, 0.382, 0.310, 0.311, 0.370, 0.369, 0.357, 0.377, 0.337, 0.339, 0.390, 0.326, 0.260, -0.469, 0.374, -0.463, -0.476, 0.154, -0.686, -0.326, 0.181, -0.680, -0.397, -1.316, 2.544, 0.022, 0.477, 0.427, 0.375]
}


No. 6
{
  "formula": "C15H16BClN4O2S2Ta",
  "method": "ωB97M-V/def2-TZVPD",
  "de_lowest_kcal_mol": 4.46,
  "total_charge": 3,
  "homo_ha": -0.6568,
  "e_tot_ev": -62266.981,
  "lumo_energy_ev": -12.31,
  "elements": ["Ta", "C", "N", "C", "C", "N", "B", "N", "C", "C", "N", "C", "C", "S", "C", "S", "H", "H", "H", "H", "H", "H", "H", "H", "H", "H", "H", "H", "Cl", "C", "C", "C", "C", "O", "C", "C", "O", "C", "H", "H", "H", "H"],
  "xyz": [[-0.072, -0.160, 0.536], [4.954, 1.032, 1.337], [4.266, -0.268, 1.272], [4.796, -1.446, 1.747], [3.900, -2.428, 1.479], [2.835, -1.858, 0.817], [1.561, -2.593, 0.366], [1.351, -2.626, -1.148], [2.164, -3.365, -1.990], [1.627, -3.318, -3.229], [0.489, -2.556, -3.152], [-0.433, -2.290, -4.269], [0.338, -2.154, -1.886], [-1.041, -1.192, -1.385], [3.087, -0.537, 0.715], [2.046, 0.677, -0.039], [5.404, 1.131, 2.321], [4.232, 1.830, 1.188], [5.719, 1.069, 0.566], [5.760, -1.479, 2.225], [3.929, -3.481, 1.701], [1.443, -3.649, 0.890], [0.577, -1.949, 0.889], [3.043, -3.874, -1.635], [1.948, -3.764, -4.155], [0.061, -2.593, -5.186], [-0.650, -1.226, -4.317], [-1.345, -2.868, -4.134], [-3.323, 4.774, 4.922], [-2.510, 3.507, 4.125], [-1.969, 2.449, 4.869], [-1.290, 1.375, 4.280], [-1.156, 1.363, 2.921], [-0.503, 0.345, 2.283], [-1.696, 2.417, 2.116], [-1.595, 2.441, 0.742], [-1.023, 1.483, 0.046], [-2.378, 3.496, 2.757], [-2.088, 2.466, 5.946], [-0.893, 0.578, 4.893], [-2.000, 3.255, 0.145], [-2.792, 4.300, 2.161]],
  "nbo_charge": [2.032, -0.417, -0.273, -0.024, 0.001, -0.505, 0.369, -0.505, -0.031, -0.002, -0.281, -0.421, 0.265, 0.020, 0.263, 0.011, 0.259, 0.233, 0.258, 0.281, 0.276, 0.059, -0.172, 0.266, 0.278, 0.261, 0.240, 0.251, 0.160, -0.077, -0.013, -0.245, 0.357, -0.719, -0.201, 0.441, -0.683, -0.078, 0.278, 0.276, 0.246, 0.269]
}